No. 1
{
  "formula": "C3H3N3O2",
  "method": "ωB97M-V/def2-TZVPD",
  "elements": ["C", "C", "C", "H", "H", "H", "N", "N", "N", "O", "O"],
  "positions_angstrom": [[0.3508, -0.1882, -0.2320], [-1.3661, -1.3947, 0.0125], [-0.9869, 0.6095, -0.0632], [3.2822, 0.4521, 0.3382], [-1.9967, -2.2577, -0.0304], [-0.3053, 2.5233, 0.1404], [1.4217, 0.4231, -0.1256], [-1.9653, -0.2432, -0.1460], [-1.0777, 1.9173, 0.0653], [2.6672, -0.2779, -0.0519], [-0.0240, -1.5636, 0.0927]],
  "forces_ev_per_angstrom": [[-1.396, -0.155, 2.603], [-2.207, -0.012, -0.748], [4.832, 6.993, -0.830], [-1.636, -1.856, -1.187], [0.280, -0.826, 0.311], [1.658, -0.100, -0.102], [2.658, -0.076, -0.600], [-1.320, -4.097, 0.821], [-2.404, -4.115, -0.198], [-0.203, 2.034, 1.238], [-0.262, 2.211, -1.306]],
  "homo_lumo_gap_ev": 9.3,
  "homo_energy_ev": -9.8,
  "energy_ha": -430.73545,
  "charge": 0
}

---

No. 2
{
  "formula": "C3H3N3O2",
  "method": "ωB97M-V/def2-TZVPD",
  "elements": ["C", "C", "C", "H", "H", "H", "N", "N", "N", "O", "O"],
  "positions_angstrom": [[0.4844, -0.6885, -0.1072], [-1.8141, 0.5049, -0.0339], [0.4535, 0.8242, -0.1948], [1.5917, -2.4268, -0.1266], [-2.9649, 0.8842, -0.0532], [2.3442, 1.5901, 0.0899], [-0.5609, -1.4921, 0.1881], [-0.8315, 1.2005, -0.2290], [1.3454, 1.7643, 0.3590], [1.7692, -1.3461, -0.0763], [-1.8170, -0.8147, 0.1840]],
  "forces_ev_per_angstrom": [[1.355, -3.233, 0.757], [-4.637, -1.318, -0.003], [3.943, 1.710, 4.167], [0.391, 4.214, 0.306], [2.957, -0.824, 0.008], [-1.027, -0.729, 0.906], [2.162, 3.214, -1.213], [0.237, 3.424, -0.565], [-2.324, -3.452, -4.082], [-3.459, -2.207, -0.618], [0.402, -0.799, 0.337]],
  "homo_lumo_gap_ev": 8.8,
  "homo_energy_ev": -9.5,
  "energy_ha": -430.71058,
  "charge": 0,
  "smiles": "[H]/N=c1/nconc1O"
}

---

Number 1 is which compound? C3H3N3O2